Record 1
Here is C9H14ClErI2NOP as an isolated structure in a non-equilibrium geometry from OMol25. Energies are from ωB97M-V/def2-TZVPD.

The expectation value of S² is 3.7529. Its multiplicity is 4. Its total energy is -2892.83744 Eh. The calculation puts the relative energy (zero: lowest compared OMol25 entry of this formula, charge and spin) at 0.000 eV. The value obtained for the HOMO energy (alpha / beta) is -16.34 / -16.34 eV. The total charge is +2.

Cartesian coordinates (Å):
I1 1.91 -4.13 -1.43
I2 -0.68 -4.12 -0.66
Er1 0.87 -1.11 0.07
P1 -0.02 0.56 -2.28
C1 -1.59 0.77 -3.22
C2 0.86 2.09 -2.71
H1 1.88 -0.81 -2.96
H2 0.97 -0.39 -4.37
H3 0.41 -1.65 -3.31
C3 0.87 -0.66 -3.32
H4 1.87 2.07 -2.28
H5 0.99 2.33 -3.76
H6 -1.51 1.02 -4.29
H7 -2.20 1.56 -2.77
H8 0.36 2.95 -2.26
H9 -2.18 -0.15 -3.18
C4 -2.37 -0.09 -0.05
O1 -3.52 -0.01 0.03
Cl1 3.17 0.04 -0.09
C5 0.11 -0.91 5.11
C6 0.17 0.40 4.58
C7 0.12 0.58 3.20
N1 -0.02 -0.44 2.31
C8 -0.03 -1.69 2.82
C9 0.00 -1.98 4.19
H10 0.13 -1.09 6.19
H11 0.26 1.24 5.24
H12 0.21 1.55 2.72
H13 -0.09 -2.49 2.07
H14 -0.05 -2.99 4.55

So, what does the Mulliken scheme give us? The charges, in e, come out as: 0.20 0.13 1.01 0.82 -1.19 -1.18 0.46 0.39 0.38 -1.22 0.32 0.41 0.39 0.40 0.37 0.36 0.14 -0.13 -0.42 -0.09 -0.60 -0.24 -0.16 0.52 -0.88 0.43 0.42 0.43 0.11 0.42

***

Record 2
Here is a 2-piece molecular cluster, C4H13NOS overall in a non-equilibrium geometry from OMol25. Energies are from ωB97M-V/def2-TZVPD.

Its total energy is -688.36264 Eh. The calculation puts the relative energy (zero: lowest compared OMol25 entry of this formula, charge and spin) at 0.710 eV. The value obtained for the HOMO energy is -9.22 eV. The SMILES is CNCCCS.O.

Cartesian coordinates (Å):
C1 0.71 0.82 2.23
N1 0.39 0.52 0.82
C2 -0.97 0.00 0.67
C3 -1.38 -0.07 -0.78
C4 -0.50 -1.00 -1.63
S1 -0.94 -2.75 -1.49
H1 -0.20 1.06 2.78
H2 1.16 -0.03 2.75
H3 1.38 1.67 2.27
H4 0.98 -0.29 0.62
H5 -1.10 -0.98 1.16
H6 -1.63 0.62 1.28
H7 -2.41 -0.46 -0.85
H8 -1.41 0.94 -1.19
H9 -0.54 -0.70 -2.68
H10 0.56 -0.87 -1.41
H11 -0.03 -3.06 -0.57
O1 2.30 1.45 -1.14
H12 2.21 1.76 -2.04
H13 1.40 1.35 -0.78

So, what does the Mulliken scheme give us? The charges, in e, come out as: -0.94 -0.35 -0.76 -0.57 -0.74 -0.18 0.30 0.32 0.30 0.26 0.37 0.49 0.39 0.31 0.32 0.33 0.11 -0.66 0.31 0.40

***

Record 3
Here is a 9-piece molecular cluster, C51H88ClN2O17PS overall in a non-equilibrium geometry from OMol25. Energies are from ωB97M-V/def2-TZVPD.

Its total energy is -4584.38548 Eh. The value obtained for the HOMO energy is -8.82 eV. The SMILES is CCOCCCCC[C@@]1(CON=O)[C@@](CCCCl)(CCOC(C)=O)NC(=O)[C@@]1(CC(=O)c1ccccc1)P(O)(O)=S.CC(C)=O.CC(C)=O.CC(C)=O.CC(C)=O.CC(C)=O.CC(C)=O.CC(C)=O.CC(C)=O.

Cartesian coordinates (Å):
C1 2.20 6.13 4.10
C2 1.59 6.98 2.98
O1 1.31 6.21 1.82
C3 2.44 6.07 0.98
C4 2.07 5.28 -0.26
C5 1.69 3.82 0.03
C6 0.29 3.67 0.64
C7 -0.54 2.38 0.50
C8 -0.30 1.26 -0.53
C9 1.16 0.74 -0.40
O2 1.66 1.00 0.93
N1 2.86 0.26 1.11
O3 2.91 -0.17 2.19
C10 -1.20 0.01 -0.16
C11 -0.70 -0.88 1.00
C12 -0.75 -2.40 0.75
C13 0.52 -2.94 0.12
Cl1 0.28 -4.62 -0.43
C14 -2.73 0.14 0.05
C15 -3.21 0.95 1.25
O4 -4.52 0.45 1.61
C16 -5.44 1.45 1.76
C17 -6.28 1.76 0.56
O5 -5.53 2.05 2.79
N2 -1.05 -0.76 -1.43
C18 -0.50 -0.03 -2.45
O6 -0.07 -0.47 -3.49
C19 -0.54 1.47 -2.05
C20 0.47 2.22 -2.95
C21 0.41 3.72 -3.02
O7 -0.31 4.39 -2.32
C22 1.27 4.35 -4.06
C23 1.45 3.75 -5.31
C24 2.19 4.37 -6.31
C25 2.79 5.61 -6.06
C26 2.64 6.21 -4.81
C27 1.88 5.59 -3.82
P1 -2.24 1.95 -2.68
O8 -1.90 2.58 -4.12
O9 -3.01 0.60 -3.10
S1 -3.36 3.13 -1.64
H1 2.14 5.08 3.80
H2 3.27 6.34 4.20
H3 1.70 6.26 5.05
H4 2.24 7.81 2.73
H5 0.63 7.39 3.30
H6 2.76 7.08 0.67
H7 3.28 5.61 1.50
H8 2.95 5.27 -0.90
H9 1.22 5.78 -0.74
H10 2.43 3.47 0.75
H11 1.86 3.23 -0.87
H12 0.40 3.85 1.71
H13 -0.31 4.51 0.30
H14 -0.54 1.88 1.47
H15 -1.57 2.69 0.36
H16 1.23 -0.33 -0.57
H17 1.84 1.22 -1.09
H18 -1.32 -0.72 1.88
H19 0.31 -0.66 1.34
H20 -1.64 -2.71 0.21
H21 -0.82 -2.86 1.73
H22 1.29 -3.02 0.88
H23 0.88 -2.35 -0.72
H24 -3.29 0.46 -0.81
H25 -3.06 -0.88 0.24
H26 -2.54 0.88 2.10
H27 -3.33 1.99 0.97
H28 -6.19 1.00 -0.21
H29 -5.96 2.70 0.13
H30 -7.32 1.88 0.87
H31 -1.85 -1.32 -1.70
H32 1.50 1.93 -2.77
H33 0.27 1.88 -3.96
H34 0.97 2.81 -5.53
H35 2.28 3.91 -7.28
H36 3.37 6.10 -6.83
H37 3.07 7.18 -4.60
H38 1.74 6.09 -2.88
H39 -2.72 2.96 -4.45
H40 -2.62 0.24 -3.91
C28 4.64 -5.39 -0.33
C29 4.13 -5.00 1.03
C30 4.94 -5.46 2.22
O10 3.11 -4.35 1.16
H41 3.98 -5.00 -1.09
H42 5.64 -4.98 -0.48
H43 4.70 -6.47 -0.43
H44 5.95 -5.05 2.17
H45 5.00 -6.54 2.24
H46 4.46 -5.11 3.14
C31 -1.17 1.27 -7.02
C32 -0.11 1.44 -8.07
C33 0.37 0.18 -8.77
O11 0.35 2.52 -8.33
H47 -1.41 2.24 -6.60
H48 -2.08 0.84 -7.44
H49 -0.81 0.62 -6.22
H50 -0.46 -0.30 -9.28
H51 0.79 -0.51 -8.04
H52 1.14 0.44 -9.49
C34 3.08 -8.28 -4.90
C35 3.12 -7.60 -3.54
C36 1.84 -6.96 -3.07
O12 4.13 -7.59 -2.88
H53 4.06 -8.70 -5.12
H54 2.33 -9.07 -4.89
H55 2.82 -7.55 -5.67
H56 1.05 -7.71 -3.00
H57 1.53 -6.18 -3.78
H58 1.99 -6.51 -2.09
C37 9.35 -4.47 5.53
C38 8.82 -5.02 4.23
C39 9.46 -4.51 2.97
O13 7.92 -5.83 4.21
H59 8.81 -4.91 6.37
H60 10.41 -4.70 5.63
H61 9.22 -3.38 5.56
H62 10.52 -4.73 2.96
H63 9.33 -3.42 2.90
H64 8.99 -4.98 2.11
C40 -5.72 -1.11 -5.14
C41 -4.68 -0.98 -6.23
C42 -4.26 -2.25 -6.92
O14 -4.22 0.10 -6.53
H65 -5.94 -0.13 -4.72
H66 -6.64 -1.54 -5.55
H67 -5.35 -1.76 -4.35
H68 -5.12 -2.72 -7.40
H69 -3.83 -2.94 -6.20
H70 -3.51 -2.01 -7.68
C43 -6.25 1.19 5.62
C44 -6.63 1.03 7.07
C45 -6.30 -0.32 7.68
O15 -7.15 1.91 7.72
H71 -6.52 2.18 5.26
H72 -5.18 1.05 5.50
H73 -6.77 0.44 5.02
H74 -5.23 -0.51 7.61
H75 -6.83 -1.10 7.14
H76 -6.60 -0.34 8.73
C46 -3.16 -2.40 3.93
C47 -3.89 -2.42 5.24
C48 -3.18 -3.05 6.42
O16 -5.00 -1.94 5.35
H77 -3.78 -1.92 3.17
H78 -2.22 -1.85 4.03
H79 -2.93 -3.42 3.61
H80 -2.24 -2.53 6.61
H81 -2.96 -4.09 6.20
H82 -3.81 -3.00 7.30
C49 -1.56 1.18 6.39
C50 -0.68 1.09 5.17
C51 0.79 0.84 5.40
O17 -1.13 1.21 4.05
H83 -2.59 1.36 6.08
H84 -1.52 0.25 6.96
H85 -1.23 1.99 7.03
H86 0.93 -0.11 5.92
H87 1.21 1.64 6.00
H88 1.31 0.80 4.44

Mulliken atomic charge list, values in e, 99 entries: -0.97 -0.38 -0.30 -1.09 -1.20 0.25 -1.72 -0.13 1.59 -2.53 -0.33 0.01 -0.27 0.62 1.04 -1.36 -0.22 -0.28 -0.48 -0.15 -0.31 0.91 -1.06 -0.52 0.38 -1.27 -0.70 1.59 -1.92 0.94 -0.50 -0.17 -0.10 -0.98 -0.36 -0.99 -0.35 0.63 -0.04 -0.51 -0.45 0.19 0.30 0.34 0.34 0.38 0.53 0.38 0.41 0.31 0.55 0.07 0.63 0.53 0.11 -0.43 0.69 1.32 -1.18 0.16 0.32 0.68 0.55 -0.03 0.21 0.52 -0.54 0.42 0.30 0.22 0.40 0.54 1.47 0.38 0.31 0.42 0.41 0.41 0.44 0.37 0.25 -1.03 0.68 -0.96 -0.46 0.15 0.43 0.34 0.16 0.34 0.31 -0.67 0.74 -1.32 -0.56 0.16 0.66 0.01 0.34

***

Record 4
Here is an isolated ion of composition C6H12NSi and charge +1 in a non-equilibrium geometry from OMol25. Energies are from ωB97M-V/def2-TZVPD.

Its total energy is -579.74231 Eh. The calculation puts the relative energy (zero: lowest compared OMol25 entry of this formula, charge and spin) at 0.500 eV. The value obtained for the HOMO energy is -13.62 eV. The total charge is +1. The SMILES is C=CCC=[N+]=[Si](C)C.

Cartesian coordinates (Å):
C1 2.59 -1.22 -0.65
C2 2.12 -0.54 0.38
C3 2.21 0.94 0.48
C4 0.69 1.62 0.67
N1 -0.56 1.34 0.56
Si1 -1.62 0.14 0.03
C5 -2.06 -1.38 1.04
C6 -2.48 0.62 -1.59
H1 2.54 -2.26 -0.72
H2 2.95 -0.64 -1.43
H3 1.81 -1.23 1.11
H4 2.45 1.45 -0.46
H5 2.82 1.50 1.23
H6 0.78 2.65 0.79
H7 -1.95 -1.21 2.22
H8 -2.98 -1.78 0.85
H9 -1.29 -2.15 0.85
H10 -3.06 -0.21 -1.95
H11 -3.24 1.33 -1.22
H12 -1.73 1.02 -2.19

So, what does the Mulliken scheme give us? The charges, in e, come out as: -0.88 -0.19 -0.41 -0.03 -0.30 0.53 -0.99 -0.90 0.31 0.29 0.44 0.31 0.35 0.41 0.32 0.41 0.33 0.35 0.33 0.32

***

Record 5
Here is C4H7DyO3 as an isolated structure in a non-equilibrium geometry from OMol25. Energies are from ωB97M-V/def2-TZVPD.

The expectation value of S² is 9.3244. Its multiplicity is 6. Its total energy is -1267.27171 Eh. The calculation puts the relative energy (zero: lowest compared OMol25 entry of this formula, charge and spin) at 0.639 eV. The value obtained for the HOMO energy (alpha / beta) is -8.49 / -6.90 eV.

Cartesian coordinates (Å):
O1 -0.96 1.20 -0.76
Dy1 3.52 0.07 -0.38
O2 0.93 0.61 0.26
C1 -0.14 0.35 -0.37
O3 -0.53 -0.94 -0.22
C2 -1.89 -1.32 -0.48
H1 -2.06 -1.15 -1.56
H2 -1.97 -2.34 -0.08
C3 -2.89 -0.23 0.33
C4 -3.94 0.35 -0.61
H3 -2.23 0.19 1.10
H4 -3.49 -0.74 1.10
H5 -3.95 -0.12 -1.60
H6 -4.95 0.23 -0.19
H7 -3.80 1.43 -0.75

So, what does the Mulliken scheme give us? The charges, in e, come out as: -0.60 0.50 -0.70 0.83 -0.28 -0.37 0.31 0.22 -0.42 -1.13 0.46 0.33 0.30 0.35 0.20

***

Result set for M: 639.71; 123.22; 1099.76; 126.25; 265.60 g/mol, one per record in the order listed.